One molecule with the formula C6H16N2 at a distorted geometry, computed with ωB97M-V/def2-TZVPD.

The geometry in XYZ format:
```
24
Properties=species:S:1:pos:R:3:forces:R:3:mulliken_charge:R:1
C -0.890850 -2.762517 -0.102540 0.63 0.58 -0.01 -0.53
C -1.515349 -2.487866 -1.457226 -0.02 0.11 -0.54 -1.13
C -0.711804 -1.486858 0.744164 0.63 -0.71 -0.64 -0.52
N 0.518830 -0.790416 0.381009 0.10 -0.31 -0.13 -0.39
C 0.766426 0.400364 1.165530 0.15 0.22 -0.17 -0.32
C 1.474851 1.476135 0.358723 -0.55 0.14 -0.44 -0.96
N 0.582262 2.066421 -0.649941 0.14 -0.61 0.28 -0.22
C -0.153820 3.234219 -0.209407 -0.15 -0.16 -0.51 -0.93
H 0.109943 -3.183248 -0.241394 -0.09 -0.10 0.09 0.30
H -1.463013 -3.460825 0.488004 -0.35 -0.39 -0.02 0.35
H -2.564359 -2.212053 -1.376945 -0.11 0.14 0.10 0.30
H -0.999526 -1.671776 -1.980182 -0.07 -0.02 0.18 0.28
H -1.476297 -3.328004 -2.154370 0.07 -0.17 0.24 0.34
H -0.573575 -1.822708 1.770399 -0.40 0.33 0.26 0.34
H -1.598538 -0.855966 0.595096 -0.07 0.09 0.48 0.35
H 0.495843 -0.557774 -0.605190 -0.08 0.21 0.06 0.27
H 1.365822 0.202782 2.064072 -0.09 -0.29 -0.11 0.25
H -0.180451 0.812956 1.500586 -0.36 0.32 0.29 0.27
H 2.303140 1.034992 -0.191736 0.30 -0.06 0.22 0.42
H 1.838905 2.234036 1.055874 0.29 0.11 -0.03 0.39
H 1.069545 2.183834 -1.522127 -0.07 0.32 -0.05 0.22
H 0.415782 4.166511 -0.269170 0.07 0.06 0.27 0.28
H -0.505143 3.052034 0.798348 0.08 0.14 0.32 0.31
H -1.057159 3.360275 -0.804567 -0.02 0.04 -0.17 0.30
```
Forces are in eV/Å.

Computed properties:
- Total energy: -347.69008 hartree
- Frontier orbital gap: 0.356 Ha
- Relative energy (zero: lowest compared OMol25 entry of this formula, charge and spin): 91.2 kJ/mol
- E_HOMO: -8.5 eV

***

One molecule with the formula C6H16N2, computed with ωB97M-V/def2-TZVPD.

The geometry in XYZ format:
```
24
Properties=species:S:1:pos:R:3:forces:R:3:mulliken_charge:R:1
C -0.590383 -0.424760 0.504691 0.07 0.04 0.22 1.88
C 0.663150 0.346416 0.017079 -0.29 0.04 -0.28 -0.14
C 0.441854 1.157608 -1.283140 0.04 -0.07 0.39 -0.78
C -1.044773 -1.478884 -0.507932 0.14 0.24 0.11 -1.86
C -0.227188 -1.122433 1.820079 -0.04 0.00 -0.23 -1.89
C -1.747615 0.543336 0.770157 0.20 -0.14 -0.14 -1.97
N 1.791551 -0.571376 -0.095903 0.23 0.01 -0.11 -0.58
N 1.545350 2.036166 -1.635321 0.25 0.09 -0.01 -0.64
H 0.927668 1.059316 0.811323 -0.08 -0.01 -0.05 0.52
H 2.653134 -0.056494 -0.241435 -0.05 -0.12 0.00 0.27
H 1.661157 -1.184973 -0.893384 0.09 0.01 -0.02 0.24
H 2.401347 1.504001 -1.760175 -0.08 0.13 0.00 0.27
H 1.706943 2.709970 -0.893532 0.06 -0.03 -0.08 0.27
H 0.296360 0.473474 -2.124129 -0.14 -0.01 0.07 0.33
H -0.444847 1.785511 -1.189820 -0.08 -0.09 -0.06 0.28
H -1.292496 -1.025988 -1.464833 -0.05 0.00 -0.15 0.39
H -0.273253 -2.229294 -0.659119 0.06 -0.16 -0.07 0.41
H -1.933404 -1.983025 -0.134289 -0.09 -0.09 0.02 0.46
H -0.001607 -0.387779 2.589484 0.04 0.10 0.15 0.40
H -1.054718 -1.738842 2.163237 -0.14 -0.06 0.08 0.46
H 0.648077 -1.748988 1.678236 0.03 -0.07 0.08 0.42
H -2.542107 0.025232 1.302766 -0.11 -0.03 0.06 0.48
H -1.419362 1.381086 1.381623 0.01 0.14 0.10 0.38
H -2.164842 0.930725 -0.155659 -0.09 0.09 -0.08 0.41
```
Forces are in eV/Å.

Computed properties:
- Total energy: -347.72172 hartree
- Frontier orbital gap: 0.361 Ha
- Relative energy (zero: lowest compared OMol25 entry of this formula, charge and spin): 8.1 kJ/mol
- E_HOMO: -8.9 eV

***

One molecule with the formula C6H16N2 at a distorted geometry, computed with ωB97M-V/def2-TZVPD.

The geometry in XYZ format:
```
24
Properties=species:S:1:pos:R:3:forces:R:3:mulliken_charge:R:1
C -1.437113 0.913640 0.859297 -0.49 1.12 0.26 -1.56
C -0.020245 0.434912 0.637466 -0.13 -0.78 -0.58 -0.21
C 0.852658 1.496402 -0.066810 -0.08 -0.05 -0.44 0.52
C 2.247851 0.947263 -0.326089 0.73 -0.43 1.29 -1.44
C 0.232940 1.996431 -1.385974 0.16 0.32 0.53 -1.64
N -0.029892 -0.819928 -0.151066 -0.14 0.23 0.05 -0.34
C -0.428758 -1.984779 0.629818 -0.35 0.09 0.23 -0.24
N -1.237719 -2.897877 -0.142423 0.53 -0.33 -0.37 -0.52
H -2.028191 0.859092 -0.030141 -0.29 -0.34 -0.88 0.46
H -2.010734 0.379526 1.609997 0.22 -0.13 0.28 0.36
H -1.487949 1.989004 1.072928 0.20 -0.14 0.47 0.38
H 0.370449 0.154337 1.615432 0.54 0.26 0.03 0.53
H 0.883066 2.338131 0.632257 0.13 0.09 -0.12 0.34
H 2.177611 -0.112647 -0.544035 -0.10 -0.14 -0.34 0.32
H 2.826857 0.982147 0.609796 -0.02 0.08 -0.15 0.33
H 2.881950 1.404127 -1.083864 -0.42 0.39 -0.14 0.38
H -0.820772 2.224400 -1.246737 -0.19 -0.24 -0.36 0.41
H 0.683653 2.945670 -1.650503 0.27 0.25 -0.02 0.46
H 0.441266 1.346074 -2.235577 -0.35 -0.30 0.14 0.32
H -0.710042 -0.681667 -0.889155 -0.05 -0.08 -0.07 0.25
H 0.468773 -2.471343 0.999559 0.33 -0.18 -0.02 0.26
H -0.994637 -1.699415 1.518231 -0.14 0.20 0.24 0.23
H -1.394487 -2.605468 -1.091467 -0.18 -0.11 0.01 0.21
H -2.042139 -3.289514 0.310139 -0.15 0.23 -0.03 0.20
```
Forces are in eV/Å.

Computed properties:
- Total energy: -347.69148 hartree
- Frontier orbital gap: 0.357 Ha
- Relative energy (zero: lowest compared OMol25 entry of this formula, charge and spin): 87.5 kJ/mol
- E_HOMO: -8.7 eV

***

A 3-piece molecular cluster, C6H16N2 overall, computed with ωB97M-V/def2-TZVPD.

The geometry in XYZ format:
```
24
Properties=species:S:1:pos:R:3:forces:R:3:mulliken_charge:R:1
C 0.468262 -0.425972 0.189234 0.01 0.24 0.25 1.85
C -0.899718 -0.452350 -0.052337 -0.05 0.07 0.04 -1.18
C -0.738651 1.000984 1.563058 0.23 -0.53 -0.55 -0.65
C 1.368137 0.528151 -0.532377 -0.06 0.01 -0.01 -1.63
C 1.105380 -1.338644 1.194147 -0.05 0.01 0.01 -1.52
C -1.239959 2.286564 0.952299 -0.01 0.02 -0.02 -1.06
N -0.184567 -1.737520 -1.467782 0.03 0.20 0.40 -0.26
N -0.084044 -1.464691 -2.863302 0.00 0.01 -0.03 -0.75
H -0.273485 -2.745885 -1.340796 -0.04 0.07 -0.09 0.13
H 0.826164 -1.061479 -3.077547 -0.10 0.00 0.03 0.22
H -0.787345 -0.783104 -3.134655 0.06 -0.04 0.01 0.21
H -1.541249 -1.146190 0.466280 0.04 -0.02 0.02 0.34
H -1.355869 0.233237 -0.749674 0.04 0.05 -0.01 0.38
H -1.446320 0.504814 2.224373 0.00 0.02 -0.01 0.36
H 0.219230 1.111749 2.067914 0.00 0.01 0.02 0.40
H 1.816719 -1.993399 0.690196 -0.03 0.04 -0.01 0.42
H 2.175835 -0.026690 -1.013216 -0.04 -0.01 0.03 0.42
H 0.835419 1.090556 -1.296859 -0.02 -0.03 0.02 0.34
H 1.826153 1.233384 0.167540 -0.02 -0.05 0.01 0.36
H 1.658288 -0.764102 1.943332 -0.03 0.01 -0.06 0.37
H 0.366857 -1.954548 1.706318 0.00 0.03 -0.04 0.33
H -1.343432 3.086718 1.696273 0.01 -0.08 -0.04 0.37
H -2.218376 2.158987 0.482009 0.04 -0.01 0.02 0.31
H -0.553429 2.659430 0.185571 -0.02 -0.02 0.03 0.24
```
Forces are in eV/Å.

Computed properties:
- Total energy: -347.49509 hartree
- Frontier orbital gap: 0.272 Ha
- Relative energy (zero: lowest compared OMol25 entry of this formula, charge and spin): 603.2 kJ/mol
- E_HOMO: -6.6 eV

***

A 3-piece molecular cluster, C6H16N2O overall at a distorted geometry, computed with ωB97M-V/def2-TZVPD.

The geometry in XYZ format:
```
25
Properties=species:S:1:pos:R:3:forces:R:3:mulliken_charge:R:1
C 1.476641 -0.617767 -0.408128 0.98 2.35 -0.50 -0.50
C -0.332719 -2.037686 0.530672 -2.37 -0.96 -0.20 0.27
C 1.103661 0.685205 -0.250096 1.90 -1.48 0.07 0.12
C -1.800879 1.778694 -1.470168 -0.09 0.02 0.15 -0.94
C -0.479185 -1.458482 1.909003 0.34 0.71 -0.25 -0.90
C 1.432670 1.483190 0.970197 -0.45 -0.12 0.12 -1.44
N -1.450697 0.998479 -0.294412 -0.48 -0.35 0.08 -0.28
N 1.530592 -1.192758 -1.703131 -0.38 -0.30 -0.08 -0.61
O -1.170150 -1.886905 -0.363180 1.28 -0.17 0.93 -0.64
H -1.497219 -0.013154 -0.486420 -0.12 0.70 0.19 0.15
H -2.080811 1.195620 0.473263 -0.11 -0.04 -0.08 0.21
H 2.161135 -1.051557 0.312588 -0.42 -0.29 0.34 0.44
H 0.330409 -2.921334 0.499112 0.43 0.32 -0.36 0.39
H 0.916377 1.255591 -1.146818 -0.57 -0.05 -0.07 0.47
H 0.619548 -1.170501 -2.149377 0.12 -0.07 -0.04 0.30
H 1.853008 -2.150387 -1.694416 -0.11 0.00 0.03 0.28
H -2.783378 1.536116 -1.884403 -0.06 0.06 -0.11 0.33
H -1.057082 1.596293 -2.242955 0.06 0.05 -0.15 0.30
H -1.780784 2.846080 -1.232687 0.01 -0.09 -0.05 0.31
H -1.047812 -2.157546 2.519848 -0.09 -0.18 -0.04 0.38
H 0.498697 -1.326642 2.370787 -0.01 0.00 0.06 0.25
H -1.000361 -0.500013 1.882153 0.05 -0.10 0.00 0.18
H 1.757367 0.856702 1.801230 0.07 -0.07 -0.02 0.30
H 0.572179 2.059450 1.313140 -0.05 0.04 -0.01 0.28
H 2.228792 2.193310 0.744198 0.07 0.03 -0.01 0.37
```
Forces are in eV/Å.

Computed properties:
- Total energy: -422.88017 hartree
- Frontier orbital gap: 0.303 Ha
- Relative energy (zero: lowest compared OMol25 entry of this formula, charge and spin): 279.8 kJ/mol
- E_HOMO: -7.5 eV

***

A 2-piece molecular cluster, C6H16N2O overall at a distorted geometry, computed with ωB97M-V/def2-TZVPD.

The geometry in XYZ format:
```
25
Properties=species:S:1:pos:R:3:forces:R:3:mulliken_charge:R:1
C 2.142063 -0.322669 -1.869631 -0.14 0.86 0.86 -0.54
C 2.164849 0.961386 -0.962662 -0.33 -0.44 -1.86 -0.81
C 1.351565 0.743530 0.275091 0.80 0.62 -0.23 -0.68
C 0.033243 0.608227 0.224620 0.35 0.21 0.20 -0.03
N -0.779881 0.286958 1.317606 -0.23 -0.21 0.07 -0.20
C -2.073424 0.915110 1.386702 -1.55 2.21 -0.54 -0.48
C -2.957465 0.732438 0.134956 1.27 -0.31 -0.23 -1.14
N 2.983950 -1.367101 -1.321387 0.51 -0.43 0.20 -0.62
H 1.145916 -0.751788 -1.863449 -0.27 0.18 -0.51 0.35
H 2.459633 -0.027745 -2.870084 -0.03 -0.33 -0.12 0.32
H 1.815044 1.866248 -1.480338 -0.30 -0.33 -0.26 0.30
H 3.240365 1.136572 -0.956925 0.09 0.19 1.29 0.41
H 1.897686 0.798863 1.185452 0.10 -0.39 0.99 0.34
H -0.436541 0.773200 -0.730829 -0.44 -0.33 -0.15 0.33
H -0.274087 0.462278 2.168664 0.18 -0.20 0.31 0.25
H -2.650133 0.726858 2.287999 0.34 -1.07 0.17 0.45
H -2.026974 2.020841 1.465108 0.62 -0.09 0.05 0.33
H -2.720901 1.506968 -0.595380 -0.07 0.10 0.01 0.32
H -4.016806 0.804139 0.345740 -0.10 -0.30 0.09 0.34
H -2.649839 -0.195167 -0.359291 -0.64 -0.20 0.11 0.27
H 3.867982 -1.010731 -0.969995 0.01 0.11 -0.29 0.24
H 2.554048 -1.787771 -0.504917 -0.21 0.00 -0.13 0.26
H -1.351615 -2.376432 1.635850 0.05 0.07 -0.09 0.33
H -2.145272 -3.216117 0.645964 -0.10 0.01 -0.15 0.31
O -1.573411 -3.288091 1.411142 0.10 0.05 0.20 -0.66
```
Forces are in eV/Å.

Computed properties:
- Total energy: -422.90726 hartree
- Frontier orbital gap: 0.333 Ha
- Relative energy (zero: lowest compared OMol25 entry of this formula, charge and spin): 208.6 kJ/mol
- E_HOMO: -8.2 eV

***

A 2-piece molecular cluster, C6H16N2O overall at a distorted geometry, computed with ωB97M-V/def2-TZVPD.

The geometry in XYZ format:
```
25
Properties=species:S:1:pos:R:3:forces:R:3:mulliken_charge:R:1
C 1.252204 0.546464 -2.206936 -0.77 -0.39 -1.21 -0.10
C 0.577081 0.424499 0.747656 -1.73 -1.87 1.33 1.38
C 1.567626 -0.160880 1.753725 -0.13 0.17 -0.19 -1.60
C -0.360853 1.434051 1.403743 0.18 -0.04 -0.07 -1.62
N 1.733424 -0.724552 -2.083661 -0.11 0.82 -0.17 -0.25
O 0.083370 0.804709 -2.483444 1.28 0.03 0.33 -0.65
H -1.083457 -0.136097 -1.413453 -0.52 -0.80 0.63 0.32
H 2.020183 1.332342 -2.146999 -0.03 -0.07 0.29 0.43
H 1.185918 1.002897 0.051906 -0.43 -0.62 -0.71 -0.01
H 2.726165 -0.879887 -2.093650 -0.03 -0.05 0.05 0.22
H 1.117026 -1.463590 -2.374971 -0.03 -0.18 0.07 0.25
H 2.208957 -0.901890 1.275275 0.05 -0.09 0.00 0.39
H 2.211376 0.615545 2.169603 0.05 0.04 0.08 0.41
H -0.949190 0.964730 2.197102 -0.02 0.06 -0.04 0.35
H 0.199494 2.266079 1.840299 -0.03 0.01 0.04 0.43
H -1.036239 1.849429 0.656033 -0.10 0.04 0.05 0.30
H 1.044836 -0.646354 2.576128 -0.02 -0.06 0.13 0.34
C -2.763923 -0.445882 -0.237999 0.41 0.34 0.25 -0.88
C -0.427266 -0.977554 0.291157 2.83 2.38 0.38 -1.32
N -1.421640 -0.780621 -0.672874 -0.46 0.61 -1.44 -0.16
H -2.860860 0.587628 0.129788 -0.12 -0.16 0.06 0.25
H -3.436118 -0.569307 -1.073413 -0.30 -0.04 -0.23 0.33
H -3.073680 -1.128665 0.553706 -0.04 -0.01 0.03 0.33
H 0.342488 -1.660182 -0.079581 -0.13 -0.24 0.20 0.29
H -0.856921 -1.352913 1.220861 0.21 0.11 0.12 0.58
```
Forces are in eV/Å.

Computed properties:
- Total energy: -422.92589 hartree
- Frontier orbital gap: 0.312 Ha
- Relative energy (zero: lowest compared OMol25 entry of this formula, charge and spin): 159.7 kJ/mol
- E_HOMO: -7.7 eV

***

C6H16N2O as an isolated structure at a distorted geometry, computed with ωB97M-V/def2-TZVPD.

The geometry in XYZ format:
```
25
Properties=species:S:1:pos:R:3:forces:R:3:mulliken_charge:R:1
C -0.707143 1.666724 -1.738251 0.14 -0.77 -0.86 -0.13
C -0.950619 1.116687 0.665214 0.60 -1.21 0.30 -1.47
C -1.381122 0.632341 -2.402652 0.33 1.20 -0.20 -0.85
O 0.621176 1.804778 -1.948200 -0.45 0.04 0.09 -0.46
H 0.981296 2.468695 -1.348736 -0.03 -0.02 0.01 0.38
H -1.214949 2.506361 -1.285148 0.05 -0.12 0.18 0.47
H -0.874013 0.254006 -3.287548 0.10 -0.11 0.10 0.37
H -1.006230 0.591199 1.615029 -0.04 0.06 0.20 0.55
H -1.980849 1.213995 0.325936 0.08 0.08 -0.18 0.40
H -0.460419 2.072577 0.859874 -0.06 0.09 -0.12 0.21
H -1.225237 -0.469694 -1.649375 0.27 -0.98 1.30 0.30
H -2.442717 0.803797 -2.547713 -0.02 -0.12 0.19 0.32
C 0.643459 -1.186206 1.332666 0.01 0.01 -0.12 0.12
C 1.621918 -0.221279 1.996764 -0.13 -0.07 -0.12 -1.39
N 1.332768 -2.471089 1.135703 -0.06 0.09 0.00 -0.72
C 0.091776 -0.651775 0.008233 -0.24 1.42 0.30 0.07
N -0.786166 -1.371057 -0.700635 -0.51 0.28 -0.92 -0.69
H -0.199165 -1.378963 2.005288 0.00 0.01 -0.01 0.40
H 2.175976 -2.331011 0.586218 -0.05 0.02 0.02 0.28
H 0.745245 -3.102292 0.601489 0.02 0.06 -0.01 0.29
H -1.474578 -1.817136 -0.091062 -0.03 0.11 -0.16 0.20
H 0.853954 -0.174574 -0.606957 0.07 -0.05 0.04 0.32
H 2.445964 0.006569 1.314167 -0.01 -0.03 -0.02 0.32
H 1.146003 0.717902 2.269618 -0.03 0.00 0.01 0.30
H 2.043672 -0.680557 2.890077 -0.03 0.00 -0.01 0.39
```
Forces are in eV/Å.

Computed properties:
- Total energy: -422.78304 hartree
- Frontier orbital gap: 0.297 Ha
- Relative energy (zero: lowest compared OMol25 entry of this formula, charge and spin): 534.8 kJ/mol
- E_HOMO: -7.5 eV